C38H80F10N7NaO12S6 as an isolated structure at a distorted geometry, computed with ωB97M-V/def2-TZVPD.

Output
Largest force on an atom   4.95 eV/A
HOMO   -12.7 eV
Total charge   +2
Calculated total energy   -172292.9898 eV

The geometry in XYZ format:
```
154
Properties=species:S:1:pos:R:3:forces:R:3
Na 13.487410 14.542718 -0.953198 -0.1633 -0.4185 0.0906
C 16.650173 22.223492 -1.614128 0.0011 -0.5118 -0.8154
C 16.011695 20.929601 -1.099136 0.7694 0.3793 0.6402
C 14.587933 20.777270 -1.617651 0.6916 0.3230 0.0031
N 13.635548 20.115371 -0.672640 -1.2344 -1.1597 -0.7842
C 12.297364 19.987150 -1.402095 -0.4429 0.9397 0.4775
C 11.172181 19.575278 -0.486083 -1.3741 -0.4071 0.6306
C 10.993146 20.610269 0.609087 1.1033 0.6086 0.3837
C 12.288086 20.548777 1.423584 0.0760 -0.1671 0.3037
C 13.469567 20.984900 0.586053 -0.5061 -0.3927 -1.0625
C 14.068073 18.730840 -0.327825 1.1661 0.5586 1.4181
H 16.534074 22.216673 -2.702350 -0.1357 0.4426 0.0231
H 17.728692 22.241234 -1.474328 -0.0340 -0.0335 0.3687
H 16.204758 23.113063 -1.175768 -0.0484 0.0486 -0.0890
H 16.071093 20.964807 -0.010011 -0.2050 -0.1029 0.0325
H 16.662347 20.102771 -1.385295 -0.2732 -0.1871 -0.1298
H 14.628631 20.242145 -2.566334 -0.3879 -0.2276 0.1012
H 14.163126 21.760107 -1.823960 -0.0431 0.0029 0.0522
H 12.073413 21.011092 -1.711344 0.0379 -0.0836 -0.3341
H 12.376207 19.361460 -2.286842 0.4615 -0.1211 0.0881
H 10.230741 19.458473 -1.029396 0.2640 0.1671 -0.4449
H 11.254213 18.608109 0.017131 0.4155 -0.0820 -0.3525
H 10.928588 21.610891 0.164341 -0.2725 -0.0139 0.0840
H 10.165427 20.495743 1.304790 -0.2886 -0.3719 -0.4111
H 12.258646 21.177162 2.315510 0.0350 0.0736 -0.0610
H 12.420387 19.517333 1.766393 0.0723 0.0810 0.1879
H 13.226962 21.959144 0.159477 0.3921 0.2111 0.2385
H 14.433436 20.965093 1.077253 -0.0547 0.1719 0.2206
H 13.345827 18.197735 0.282187 -0.3527 0.1378 -0.2792
H 14.914361 18.914566 0.339403 0.2517 -0.5527 -0.2259
H 14.376993 18.134813 -1.180011 -0.1064 0.3168 -0.2874
C 19.289112 11.176266 -0.065846 1.7585 -1.1180 0.5250
C 18.600847 11.215832 1.296045 0.1659 0.6661 -0.2258
C 17.791134 9.951848 1.499448 -0.4721 0.9010 0.5185
N 16.939083 9.956413 2.751298 -1.6077 0.2617 0.1212
C 16.516275 8.529372 3.060525 0.7031 0.0961 -0.2246
C 15.516998 8.385835 4.175363 -1.1964 0.0686 1.0162
C 14.249766 9.175040 3.795261 0.8893 -0.7353 -1.0794
C 14.691820 10.613957 3.630117 -0.9370 0.1683 -0.0687
C 15.640028 10.716955 2.456514 0.5124 0.6016 1.0063
C 17.608747 10.561835 3.914029 1.2108 -0.0436 0.4912
H 18.705653 10.858801 -0.925379 -0.4236 0.4457 0.0911
H 20.084071 10.418470 0.015771 -0.2019 -0.1520 -0.1496
H 19.903157 12.056613 -0.249032 -0.5683 0.3530 -0.1794
H 18.034163 12.151778 1.325076 -0.5287 -0.3455 0.2193
H 19.340263 11.311329 2.092629 0.1914 -0.0073 -0.1835
H 18.441177 9.084691 1.594579 -0.0372 -0.0809 -0.4149
H 17.055407 9.928687 0.700705 0.2107 -0.7417 -0.2977
H 16.038090 8.180860 2.142754 0.2365 -0.1192 -0.0679
H 17.452076 7.992435 3.217182 -0.1234 -0.1798 0.0911
H 15.268336 7.330434 4.304647 0.2228 -0.0698 -0.2151
H 15.815112 8.725161 5.170008 0.5380 -0.0333 -0.1608
H 14.053799 8.765165 2.791875 -0.6571 0.2953 0.0172
H 13.366129 8.977624 4.394011 0.2134 0.1930 0.4580
H 13.855940 11.295497 3.451719 -0.0194 -0.0694 -0.2132
H 15.135172 11.018626 4.539921 0.0123 -0.0871 0.0113
H 15.229348 10.311819 1.537771 -0.0813 0.1169 -0.1408
H 15.911504 11.770190 2.385111 0.1423 -0.0718 -0.5581
H 17.088814 10.439253 4.856550 -0.3033 -0.2775 -0.2177
H 17.770775 11.630693 3.801351 -0.1218 -0.0263 -0.3704
H 18.581039 10.072733 4.002559 0.0047 0.0721 0.0940
C 9.521704 14.064606 7.433331 -0.4448 0.1344 -0.7940
C 9.320895 15.103117 6.328959 0.8817 -0.2912 -1.3833
C 9.424882 16.533960 6.829669 -1.2359 -0.9551 1.1687
N 8.898568 17.593201 5.910685 0.3668 0.4877 -0.0296
C 9.096187 18.917189 6.592422 0.4902 0.3715 0.5784
C 8.693475 20.106857 5.747162 0.6356 0.3279 0.4082
C 9.411783 20.115846 4.417742 0.6519 0.1550 -1.0909
C 9.340900 18.773602 3.689351 0.2706 0.3105 1.1067
C 9.688481 17.598945 4.631412 -0.7619 0.0164 -1.7146
C 7.443249 17.418702 5.595349 0.5508 -0.3265 0.1871
H 10.560021 14.042809 7.753895 -0.1537 0.2176 0.6330
H 9.331331 13.070815 7.031411 0.1194 0.1497 0.0216
H 8.736512 14.235714 8.170530 0.5287 -0.0552 0.6011
H 8.379447 14.913310 5.807076 -0.2620 0.1957 0.3400
H 10.055898 14.943648 5.529068 0.1486 -0.0050 0.1779
H 10.406341 16.813584 7.208515 0.2114 0.0089 -0.5104
H 8.779150 16.546658 7.717549 -0.0286 0.4456 -0.0653
H 10.150327 18.989633 6.878272 0.1583 -0.1095 -0.6020
H 8.648641 18.944043 7.588412 -0.6893 -0.4313 -0.3023
H 9.055907 20.957638 6.329303 -0.3566 0.1637 -0.0458
H 7.617820 20.216144 5.625227 -0.0406 -0.0566 0.0954
H 10.480565 20.345401 4.515145 -0.0568 -0.0440 0.5338
H 9.058328 20.933991 3.784296 -0.2894 -0.1228 0.0321
H 10.081822 18.709397 2.893221 -0.1786 0.0281 -0.1638
H 8.354724 18.599425 3.259264 0.0407 0.0046 -0.1303
H 10.747424 17.459890 4.829285 0.0078 0.2230 0.2783
H 9.359265 16.795611 3.969854 0.2470 -0.7839 0.8303
H 7.106322 18.281345 5.039965 -0.1170 -0.0062 -0.0436
H 6.901408 17.329533 6.532781 -0.0699 -0.0685 -0.0318
H 7.373044 16.524571 4.987187 -0.3348 -0.0253 0.0333
C 7.815193 10.847464 -0.468394 0.5340 -0.5602 0.0191
C 8.448481 9.959055 0.599119 -0.8179 -0.9295 0.4766
C 8.976541 10.767200 1.765823 0.6250 -0.0443 -0.5920
N 9.586615 9.985240 2.897212 1.4045 1.0711 0.7573
C 10.495702 10.956919 3.704141 -1.1482 0.4923 0.1104
C 9.673982 11.976316 4.450227 0.1046 0.4773 0.5829
C 8.724838 11.285417 5.407336 -0.3616 0.3103 0.1346
C 7.794212 10.371226 4.618188 -0.6380 0.9490 0.2362
C 8.546169 9.370803 3.775871 0.5587 -1.2630 0.6530
C 10.611392 9.016826 2.413888 -1.4341 -1.2268 -0.8933
H 6.944920 11.352418 -0.053929 0.0962 0.2930 -0.0949
H 7.475348 10.199269 -1.274432 -0.0470 0.1319 -0.1007
H 8.561772 11.528944 -0.874755 -0.2212 0.2665 -0.0007
H 9.225457 9.293761 0.223439 0.1516 0.4232 -0.4341
H 7.663863 9.252221 0.902371 0.0225 0.1395 0.3056
H 8.238722 11.440117 2.188618 -0.0650 -0.0301 -0.0300
H 9.806803 11.349916 1.371256 -0.0619 0.3565 0.0822
H 11.115999 11.453482 2.964885 0.3647 -0.2542 0.0941
H 11.035660 10.340685 4.419508 0.2403 0.0293 -0.0999
H 9.128935 12.642553 3.773273 -0.0601 -0.1846 -0.1369
H 10.329052 12.653668 5.002152 0.3793 -0.3003 -0.1149
H 8.138911 12.032200 5.950621 -0.2765 -0.0608 -0.3306
H 9.230008 10.769333 6.229288 0.3596 -0.2565 -0.3735
H 7.154138 11.008645 3.997630 0.0487 -0.0923 -0.1078
H 7.103336 9.940607 5.344359 0.1050 -0.7100 -0.3544
H 7.956226 8.685084 3.168136 -0.3088 0.3775 -0.1517
H 9.083517 8.697108 4.453462 0.1510 0.1499 -0.0145
H 11.010987 8.404340 3.214871 0.1004 0.4182 0.3478
H 11.377793 9.531954 1.846092 0.0839 0.0966 0.0091
H 10.071095 8.319518 1.770809 0.3309 -0.0507 -0.1462
N 13.235166 13.386465 7.636006 -0.6501 -2.6711 -1.1377
S 13.751754 13.283138 6.159098 2.5379 3.1266 -2.8805
O 12.867838 12.971699 5.067472 -0.5693 -0.4009 0.6640
O 15.083900 12.766691 6.026113 -0.0532 -0.4261 0.1357
F 14.004882 14.854151 5.870466 -0.3654 -0.1473 0.6486
S 12.847444 11.764184 7.780229 -2.2918 0.6015 3.8986
O 13.901983 10.839284 7.950398 0.6998 -0.0661 -0.5904
O 11.658977 11.363310 7.093753 0.1824 -0.0120 -0.8938
F 12.270922 11.959509 9.249107 0.3047 -0.0077 -0.0181
N 13.426945 12.269819 -1.478259 1.8631 -1.4859 -0.6910
S 14.773396 11.514414 -2.127596 0.5151 2.8567 -0.6926
O 14.592831 10.931797 -3.395977 -0.3614 -0.4376 -0.1909
O 15.645178 10.928372 -1.179430 0.2395 -0.1581 0.5122
F 15.420031 12.952128 -2.454338 0.3449 0.0226 0.1066
S 12.603252 11.012732 -1.031967 -3.4086 -0.6752 2.0987
O 13.180498 10.240875 0.029724 0.2202 0.0337 -0.1702
O 11.900633 10.333230 -2.058710 0.2656 -0.1370 -0.3442
F 11.430358 11.810534 -0.268667 0.2995 0.1283 -0.2307
C 10.179254 15.366867 -1.320856 0.4861 -0.4638 1.2974
F 8.916555 15.154226 -1.605392 0.1492 -0.0885 -0.3754
F 10.954485 14.309551 -1.616205 -0.2837 -0.1201 -0.7003
F 10.642722 16.413077 -2.001018 -0.0385 0.1091 0.1431
S 10.306481 15.534014 0.547833 0.4203 1.8855 -0.3511
O 9.966903 16.910683 0.808044 -0.0135 0.1522 -0.0805
O 9.433357 14.556585 1.098321 0.1061 -0.8769 0.0923
N 11.913361 15.324383 0.775201 -1.2875 0.1111 -0.1513
S 12.193617 14.649424 2.199504 0.7695 -1.4048 0.4462
O 11.477812 15.195053 3.312203 -0.2016 0.4985 -0.2184
O 12.280080 13.219341 2.093408 0.0860 0.2659 -0.1215
C 13.961879 15.192285 2.414946 -0.4690 -0.4099 1.1807
F 14.003806 16.355190 3.058742 0.1466 0.4181 -0.8090
F 14.592926 14.322292 3.176283 0.1589 -0.2752 -0.4167
F 14.597743 15.255464 1.220743 0.1409 0.3657 -0.0705
```
Positions in Å, forces in eV/Å.